# C31H36N2O6

A 2-piece molecular cluster, C31H36N2O6 overall (the ωB97M-V functional and the def2-TZVPD basis, OMol25).

Element x y z (Å)
C: 3.7290 -1.4188 -1.8945
H: -4.2770 4.8936 -2.3622
C: 1.8726 0.0085 -1.0146
C: -1.2517 -0.2599 4.5236
C: -5.1838 2.3595 -2.4082
H: -3.5997 -3.6602 3.8580
H: 3.9723 -3.5416 3.8648
C: -3.4352 -1.5472 4.2157
H: -0.1191 -2.7034 6.0944
H: -4.4092 -1.7199 4.6950
C: -2.6131 -0.6614 5.1396
C: 0.0246 -1.6022 -4.0790
H: -5.5842 1.3456 -2.4329
C: 4.4596 -2.0735 0.7408
C: 1.1692 -0.8409 4.3248
C: 0.1664 1.0626 -2.4048
H: 5.8461 -3.4696 -0.1630
H: -5.0987 2.7073 -1.3710
H: 2.2611 3.4877 -4.9464
C: 5.0876 -2.7039 -0.3448
H: -5.8351 3.0342 -2.9792
C: -0.2316 -1.2780 4.5281
C: 3.3919 -1.5442 4.4809
C: 1.5406 4.1889 -4.5217
C: 1.4394 0.3627 -2.2519
C: -2.3441 0.9519 -4.9817
H: 4.7608 -2.2931 1.7653
O: 1.5971 0.2683 4.0543
H: -3.1851 1.4235 -5.4418
C: 4.2102 -2.8028 4.6413
C: -1.0145 5.2353 -3.4057
N: -1.5748 1.6137 -4.0366
C: -1.7947 -3.3729 4.9702
H: 5.2203 -2.8521 -2.5022
H: 0.2833 -1.7894 -3.0283
H: -2.4362 -1.1724 6.0943
O: 0.4151 3.3636 -4.1574
H: 5.2728 -2.5483 4.5609
O: -0.3042 1.8292 -1.5450
O: -3.8883 2.2391 -3.0282
H: 0.3089 -3.2825 4.5018
C: -2.2899 5.5737 -2.9389
C: -3.0465 3.2929 -3.1320
C: -1.8464 -0.2917 -5.1073
C: -2.7956 -2.9066 3.9033
H: -2.3233 -2.8935 2.9099
C: 3.0320 -0.8303 -0.8044
H: 4.0428 -3.2468 5.6312
C: -0.4295 -2.6574 5.0300
H: 0.9504 -1.5325 -4.6696
C: -1.7893 2.9632 -3.6259
C: -3.2986 4.6261 -2.7620
H: -0.5546 -2.4520 -4.4597
C: 3.4327 -1.1527 0.5190
C: -0.7564 3.8899 -3.7364
H: -2.1770 -1.1159 -5.7071
H: 3.5899 -0.8429 5.3022
H: -3.6450 -1.0238 3.2732
H: 1.9926 0.1750 -3.1811
H: -2.2695 -3.3075 5.9575
H: 1.9624 4.6804 -3.6351
H: -2.4977 6.6174 -2.6984
O: 2.0056 -1.9028 4.5045
C: 4.7292 -2.3717 -1.6563
H: -1.5877 -4.4393 4.8010
C: -0.5705 0.7964 -3.6314
H: 2.8992 -0.6826 1.3491
H: 1.3180 0.3523 -0.1310
O: -1.1050 0.8498 4.0290
H: -0.2231 5.9810 -3.5203
H: 1.2674 4.9460 -5.2709
N: -0.7740 -0.4021 -4.2303
H: -3.1727 0.2618 5.3169
H: 3.6223 -1.0314 3.5391
H: 3.4594 -1.1595 -2.9206

Forces on atoms 1 to 6 (eV/Å):
C 0.10 -0.33 0.75
H 0.36 0.03 -0.12
C -0.09 0.52 -0.69
C 0.73 -1.65 0.02
C 0.34 0.25 -0.11
H 0.20 0.14 -0.15

Gap between HOMO and LUMO: 2.466 eV
Relative energy (zero: lowest compared OMol25 entry of this formula, charge and spin): 460.2 kJ/mol
E_HOMO: -4.4 eV
Molecular weight: 532.637 g/mol